H5N2OP | ωB97M-V with the def2-TZVPD basis set

Values from the calculation:
* charge: 0
* DFT total energy: -529.0359 a.u.
* Kohn-Sham gap: 9.9 eV
* ΔE to the lowest compared entry with this formula, charge and spin: 3.388 eV
* structure (SMILES): N[PH](N)=O

Last column: Löwdin charge in e.
Cartesian coordinates (Å):
N: -1.38 0.40 0.20  -0.19
N: 0.78 -0.41 -1.07  -0.11
O: 1.08 0.76 1.81  -0.60
P: 0.13 -0.29 0.48  0.73
H: -1.28 1.03 -0.66  0.07
H: -1.43 1.22 0.85  0.05
H: 1.58 0.16 -1.21  0.05
H: 0.75 -1.37 -1.25  0.01
H: -0.25 -1.51 0.86  -0.01


H5N2PS | ωB97M-V with the def2-TZVPD basis set

Values from the calculation:
* charge: 0
* DFT total energy: -851.9479 a.u.
* Kohn-Sham gap: 8.6 eV
* ΔE to the lowest compared entry with this formula, charge and spin: 3.360 eV
* structure (SMILES): [H]/P=N/N.S

Last column: Löwdin charge in e.
Cartesian coordinates (Å):
N: 0.71 -1.23 -0.20  -0.16
N: 1.48 -0.13 -0.23  -0.53
P: 1.11 1.41 0.08  0.65
S: -2.44 -0.33 -0.01  0.41
H: 1.25 -2.13 -0.17  0.09
H: -0.15 -1.41 0.48  0.06
H: -2.29 0.44 -1.11  -0.21
H: 2.49 1.82 0.10  -0.18
H: -3.37 0.64 0.48  -0.14


H5N3O | ωB97M-V with the def2-TZVPD basis set

Values from the calculation:
* charge: 0
* DFT total energy: -242.3428 a.u.
* Kohn-Sham gap: 10.1 eV
* ΔE to the lowest compared entry with this formula, charge and spin: 2.012 eV
* structure (SMILES): NNON

Last column: Löwdin charge in e.
Cartesian coordinates (Å):
N: 1.58 0.24 0.10  -0.02
N: -1.44 0.27 0.29  0.01
N: 0.65 -0.74 0.34  -0.24
O: -0.55 -0.70 -0.41  -0.23
H: 1.53 0.54 -0.92  0.10
H: 1.32 0.90 0.88  0.09
H: -2.28 0.32 -0.32  0.08
H: -1.77 -0.24 1.15  0.08
H: 1.01 -1.70 0.37  0.12


H5N3O | ωB97M-V with the def2-TZVPD basis set

Values from the calculation:
* charge: 0
* DFT total energy: -242.2752 a.u.
* Kohn-Sham gap: 10.4 eV
* ΔE to the lowest compared entry with this formula, charge and spin: 3.851 eV

Last column: Löwdin charge in e.
Cartesian coordinates (Å):
N: -0.36 0.67 0.68  -0.15
N: -0.86 -1.28 -0.44  -0.02
N: 0.67 1.10 -0.14  -0.03
O: -1.32 -0.06 -0.05  -0.29
H: 0.13 -0.41 1.19  0.15
H: -0.09 -1.09 -1.09  0.04
H: -0.12 -1.43 0.60  0.14
H: 1.37 0.41 -0.42  0.08
H: 0.59 2.09 -0.32  0.09